ORCA calculation (ωB97M-V/def2-TZVPD) on C5H4AuO2 as an isolated structure.

XYZ file:
```
12
Properties=species:S:1:pos:R:3:forces:R:3:mulliken_charge:R:1
O 2.122448 -0.234062 -1.003466 -3.78 -0.61 -0.55 -0.20
C 0.794430 -0.493609 -1.314744 3.94 1.58 -4.22 -0.26
H 2.339748 -0.450699 -0.092190 0.97 -0.39 1.04 0.44
H 0.862670 -1.799017 -0.598858 -0.38 0.77 -0.42 0.57
H 0.609275 -0.034420 -2.302447 0.85 -0.85 -0.32 0.46
C -0.547690 -0.624472 -0.709407 2.29 2.18 1.51 0.73
C -0.306087 0.875016 -0.057546 -1.91 -2.61 -0.07 -0.17
H -0.058558 1.892912 -0.363592 0.40 0.05 -0.66 0.45
C -0.558156 -1.296011 0.464258 -1.83 1.41 2.35 -0.36
C -0.837143 0.430429 1.143328 -0.52 -1.71 1.35 0.74
O -1.447801 0.768715 2.138150 14.97 -1.87 -5.84 -0.28
Au -2.973137 0.965220 2.696514 -15.00 2.07 5.83 0.87
```
Positions in Å, forces in eV/Å.

Results
* charge: +3
* spin multiplicity: 3
* total energy: -12981.44014 eV
* ⟨S²⟩: 2.167